#i
ORCA calculation (wB97M-V/def2-TZVPD) on a molecular structure, C4H12N2S.

Each line ends with the Löwdin charge.
Atoms and positions in Å:
S: -0.82 1.32 0.93  0.4901
N: -0.25 -1.77 1.95  0.1217
N: 1.21 -0.69 0.59  -0.0923
C: 2.44 -0.64 -0.18  -0.0788
C: 0.86 -1.76 1.21  -0.2289
C: -1.48 2.03 -1.69  -0.2101
C: -1.86 1.08 -0.57  -0.6712
H: -0.83 -0.93 1.91  0.0274
H: -1.95 1.78 -2.65  0.0606
H: -2.89 1.24 -0.28  0.0413
H: -1.76 3.05 -1.43  0.0609
H: -0.67 -2.60 2.30  0.0983
H: 3.11 0.11 0.24  0.0841
H: 0.41 0.26 0.63  -0.0982
H: 1.49 -2.64 1.16  0.1390
H: 2.94 -1.60 -0.22  0.0767
H: 2.19 -0.33 -1.19  0.0832
H: -1.77 0.04 -0.91  0.0468
H: -0.39 2.04 -1.83  0.0494

Results
Charge ... 0
HOMO level ... -7.44 eV

---

#ii
ORCA calculation (wB97M-V/def2-TZVPD) on a single C4H12N2S molecule.

Each line ends with the Löwdin charge.
Atoms and positions in Å:
S: -2.87 -0.24 -0.67  0.6437
N: -0.07 0.72 -0.09  -0.0743
N: 1.24 2.58 -0.81  -0.0062
C: 0.70 -1.75 0.61  -0.0822
C: -0.27 -0.56 0.60  -0.3933
C: 1.02 1.60 0.26  -0.3416
C: -1.37 -1.20 -0.40  -0.5773
H: 1.72 -1.45 0.67  0.0561
H: 2.06 1.08 0.65  0.1502
H: -0.17 0.63 -1.10  0.0890
H: 0.57 -2.47 1.47  0.1078
H: -0.57 -0.49 1.62  0.1180
H: 0.67 -2.17 -0.33  0.0351
H: -3.19 0.43 0.56  -0.0909
H: 1.90 2.06 -1.44  0.0778
H: 0.37 2.68 -1.32  0.0632
H: -1.71 -2.24 -0.09  0.0815
H: -0.84 -1.34 -1.35  0.0637
H: 0.80 2.12 1.16  0.0798

Results
Charge ... 0
HOMO level ... -8.52 eV

---

#iii
ORCA calculation (wB97M-V/def2-TZVPD) on a single C4H12N2S molecule.

Each line ends with the Löwdin charge.
Atoms and positions in Å:
S: 0.41 0.81 -0.40  0.7979
N: 1.33 1.92 0.07  -0.3242
N: -1.12 0.94 -1.42  -0.2863
C: 1.80 0.03 -1.43  -0.1769
C: -1.33 0.07 1.58  -0.1347
C: -0.61 -1.73 0.07  -0.1099
C: -0.16 -0.56 0.86  -0.4543
H: -0.95 -2.48 0.81  0.1010
H: 2.16 -0.78 -0.93  -0.0229
H: 0.99 2.73 0.62  0.0230
H: -2.03 -0.74 1.84  0.0777
H: -1.12 0.49 2.62  0.0910
H: -1.03 1.95 -1.84  -0.0214
H: -1.46 -1.44 -0.61  0.1101
H: -1.79 0.95 1.05  0.0697
H: 1.55 -0.27 -2.59  0.1197
H: 2.57 0.87 -1.44  0.0586
H: 0.16 -2.16 -0.33  0.0031
H: 0.65 -0.62 1.48  0.0787

Results
Charge ... 0
HOMO level ... -8.17 eV

---

Q: Which of them is the most stable? A: #i.

---

#i
ORCA calculation (wB97M-V/def2-TZVPD) on a molecular structure, C2H3IO3.

Each line ends with the Löwdin charge.
Atoms and positions in Å:
I: 2.23 0.34 1.65  1.6700
O: 0.16 0.45 1.32  -0.3610
O: 2.54 -1.02 0.55  -0.8452
O: 1.07 0.62 -0.69  -0.0573
C: -1.25 -0.04 -0.52  0.0055
C: 0.07 0.43 -0.01  -0.6892
H: -2.12 0.48 -0.31  0.0524
H: -1.36 -0.17 -1.69  0.1328
H: -1.35 -1.10 -0.28  0.0920

Results
Charge ... 0
HOMO level ... -9.24 eV

---

#ii
ORCA calculation (wB97M-V/def2-TZVPD) on a molecular structure, C2H3IO3.

Each line ends with the Löwdin charge.
Atoms and positions in Å:
I: 2.42 1.02 0.64  1.6514
O: 2.12 2.27 -0.69  -0.8501
O: -0.36 1.11 0.78  0.0099
O: 1.11 -0.50 0.13  -0.3981
C: -0.11 0.05 0.29  -0.7527
C: -1.15 -0.88 -0.23  0.0073
H: -1.21 -0.60 -1.24  0.0692
H: -0.72 -1.93 -0.14  0.1097
H: -2.10 -0.54 0.44  0.1533

Results
Charge ... 0
HOMO level ... -9.36 eV

---

Q: Which of them is the most stable? A: #ii.

---

#i
ORCA calculation (wB97M-V/def2-TZVPD) on a molecular structure, ClO4Sr.

Each line ends with the Löwdin charge.
Atoms and positions in Å:
Sr: 2.51 -0.43 0.31  1.8364
Cl: -0.53 0.10 -0.07  0.6660
O: -1.77 0.77 -0.19  -0.2277
O: 0.09 -0.03 1.28  -0.4877
O: 0.47 0.85 -0.87  -0.4694
O: -0.77 -1.27 -0.46  -0.3176

Results
Charge ... +1
HOMO level ... -14.43 eV

---

#ii
ORCA calculation (wB97M-V/def2-TZVPD) on a molecular structure, ClO4Sr.

Each line ends with the Löwdin charge.
Atoms and positions in Å:
Sr: -1.12 -2.17 -3.57  1.8149
Cl: 0.24 0.41 0.63  0.6571
O: -0.43 -0.84 0.36  -0.4171
O: 1.30 0.24 1.64  -0.3362
O: 0.68 1.07 -0.54  -0.3598
O: -0.67 1.28 1.49  -0.3589

Results
Charge ... +1
HOMO level ... -10.63 eV

---

Q: Which of them is the most stable? A: #i.

---

#i
ORCA calculation (wB97M-V/def2-TZVPD) on 2 unconnected molecules or ions with the total composition C4H13N4O.

Each line ends with the Löwdin charge.
Atoms and positions in Å:
O: 0.40 -0.10 0.99  0.2358
N: 0.45 -1.87 -1.11  0.1915
N: 0.76 0.44 3.06  0.2686
N: 0.30 0.46 -1.94  0.0080
N: -1.45 -0.97 -2.12  0.2006
C: -0.25 -0.81 -1.60  -0.4262
C: -1.54 0.97 2.04  0.0670
C: -0.09 0.36 2.03  -0.3607
C: 1.66 0.60 -1.55  -0.1337
H: -1.73 -0.23 -2.74  0.1310
H: -1.67 1.68 1.21  0.0910
H: -1.81 1.55 2.97  0.1258
H: -0.30 1.22 -1.44  0.1952
H: 1.87 0.66 -0.45  0.0899
H: 0.60 0.97 3.99  0.2196
H: 2.06 1.53 -2.24  0.1732
H: -0.06 -2.91 -1.09  0.2503
H: -2.41 0.24 1.85  0.1472
H: 2.36 -0.06 -2.14  0.1205
H: -1.96 -1.90 -2.28  0.1918
H: 1.28 -1.63 -0.63  0.0757
H: 1.52 -0.18 3.20  0.1378

Results
2S+1 ... 2
Charge ... +2
<S²> ... 0.76
HOMO level (spin up / spin down) ... -18.37 / -18.13 eV

---

#ii
ORCA calculation (wB97M-V/def2-TZVPD) on 2 unconnected molecules or ions with the total composition C4H13N4O.

Each line ends with the Löwdin charge.
Atoms and positions in Å:
O: 1.61 -1.65 -1.71  0.3969
N: -2.01 0.49 1.41  0.0634
N: 0.35 0.27 1.43  0.2016
N: 2.17 0.44 -1.26  0.2405
N: -0.97 -0.92 2.89  0.2176
C: 0.52 0.04 -3.04  0.0845
C: 1.47 -0.45 -1.98  -0.4063
C: -0.89 -0.06 1.87  -0.4098
C: -2.08 1.49 0.35  -0.0122
H: -0.01 0.92 -2.67  0.1168
H: -2.57 2.38 0.73  0.1111
H: -1.83 -0.93 3.42  0.1414
H: 1.07 -0.40 1.61  0.1262
H: 3.04 0.12 -0.83  0.1667
H: -2.67 1.13 -0.48  0.1023
H: -2.78 0.41 2.05  0.1690
H: -1.09 1.80 0.03  0.0712
H: 0.44 0.77 0.57  0.0678
H: -0.31 -0.66 -3.16  0.1216
H: 2.25 1.30 -1.79  0.1551
H: 1.07 0.28 -3.95  0.1379
H: -0.09 -1.21 3.30  0.1367

Results
2S+1 ... 2
Charge ... +2
<S²> ... 0.76
HOMO level (spin up / spin down) ... -17.87 / -17.87 eV

---

Q: Which of them is the most stable? A: #ii.

---

#i
ORCA calculation (wB97M-V/def2-TZVPD) on a molecular structure, C12H17N2.

Each line ends with the Löwdin charge.
Atoms and positions in Å:
N: 0.21 0.87 0.37  0.0690
N: 0.52 1.63 1.39  -0.1479
C: -2.67 -2.87 -2.31  -0.0396
C: 0.24 -1.70 -2.48  -0.0211
C: -2.04 -3.28 -1.09  -0.0470
C: 0.11 -1.91 -1.02  -0.1714
C: -0.83 -2.97 -0.58  -0.0281
C: 1.91 2.86 2.86  -0.1479
C: 1.85 1.60 1.99  -0.1372
C: 0.66 3.70 2.53  -0.1508
C: -2.07 -2.24 -3.36  -0.0438
C: -0.10 2.96 1.43  -0.1303
C: 0.49 -0.36 0.17  -0.0312
C: -0.72 -1.81 -3.43  -0.0454
H: 1.24 -1.39 -2.81  0.1295
H: -0.01 3.46 0.45  0.1246
H: -2.67 -2.07 -4.26  0.1235
H: 1.91 2.59 3.92  0.1137
H: -1.18 2.86 1.64  0.1250
H: 0.02 3.80 3.41  0.1131
H: 1.30 -0.91 0.69  0.1244
H: -2.66 -3.97 -0.51  0.1270
H: 1.10 -2.21 -0.65  0.1264
H: 2.82 3.42 2.64  0.1126
H: 2.00 0.68 2.58  0.1217
H: -0.52 -3.50 0.33  0.1313
H: 2.66 1.61 1.22  0.1299
H: -0.41 -1.53 -4.45  0.1237
H: 0.93 4.70 2.18  0.1123
H: -0.38 -0.83 -0.44  0.1139
H: -3.72 -3.16 -2.42  0.1202

Results
Charge ... +1
HOMO level ... -12.24 eV

---

#ii
ORCA calculation (wB97M-V/def2-TZVPD) on a gas-phase ion, C12H17N2 (charge +1).

Each line ends with the Löwdin charge.
Atoms and positions in Å:
N: 0.33 -0.60 -1.78  -0.0674
N: 0.03 0.77 0.21  -0.1716
C: -0.11 -1.67 -2.71  -0.0605
C: 0.59 -1.72 0.92  -0.0636
C: -1.97 3.82 -1.60  -0.0318
C: -1.29 2.80 -0.81  -0.0074
C: -0.24 -0.50 -0.52  -0.1614
C: 1.51 0.97 0.16  0.0340
C: 2.01 0.27 1.14  -0.0268
C: 2.23 -0.32 2.44  0.0458
C: -0.65 -2.44 1.40  -0.0668
C: -0.73 1.84 -0.34  0.0137
C: 0.88 -0.58 1.86  -0.2688
C: -0.22 0.46 1.74  0.0487
H: -2.13 4.65 -0.82  0.1411
H: -2.76 3.35 -1.98  0.0424
H: -1.46 -1.89 1.84  0.0879
H: -0.98 -3.04 0.64  0.0547
H: -1.28 4.17 -2.27  0.0621
H: 0.51 -1.61 -3.73  0.1465
H: 2.87 -1.06 2.57  0.0867
H: -1.36 0.20 1.74  0.1681
H: -0.31 -3.12 2.07  0.0571
H: 2.43 0.28 3.23  0.1096
H: -1.18 -1.59 -2.75  0.0704
H: 1.83 1.45 -0.74  0.1370
H: 0.06 1.48 2.22  0.1852
H: 1.33 -0.54 -1.63  0.1020
H: -1.24 -0.76 -0.70  0.1346
H: 1.32 -2.42 0.53  0.1430
H: -0.02 -2.66 -2.32  0.0556

Results
Charge ... +1
HOMO level ... -11.77 eV

---

Q: Which of them is the most stable? A: #i.

---

#i
ORCA calculation (wB97M-V/def2-TZVPD) on a single C4H5Cl3 molecule.

Each line ends with the Löwdin charge.
Atoms and positions in Å:
Cl: 0.21 1.49 -3.43  0.6207
Cl: 1.72 2.09 -0.95  0.6591
Cl: -2.42 1.76 -1.62  0.5963
C: 0.22 2.03 -1.80  -1.1032
C: -0.83 1.43 -0.89  -0.8789
C: 0.33 -0.39 0.32  -0.1627
C: -0.56 -0.03 -0.72  -0.1952
H: 0.33 0.29 1.14  0.0698
H: 1.43 -0.43 -0.17  0.1236
H: -0.03 -1.22 0.75  0.0360
H: -1.00 2.10 -0.04  0.0909
H: -0.58 -0.81 -1.57  0.1435

Results
Charge ... 0
HOMO level (spin up / spin down) ... -8.69 / -8.49 eV

---

#ii
ORCA calculation (wB97M-V/def2-TZVPD) on a molecular structure, C4H5Cl3.

Each line ends with the Löwdin charge.
Atoms and positions in Å:
Cl: -1.04 -1.90 -1.15  0.6499
Cl: -2.62 -0.57 0.83  0.6907
Cl: -1.46 2.37 -0.36  0.5717
C: 0.24 0.27 0.58  -0.2567
C: 1.58 -0.27 0.36  -0.1095
C: -0.61 0.78 -0.58  -0.7345
C: -1.36 -0.47 -0.23  -1.2344
H: 1.99 -0.96 1.16  0.0939
H: 2.32 0.49 -0.08  0.1143
H: 1.27 -1.02 -0.46  0.0609
H: -0.19 0.58 -1.51  0.0694
H: -0.13 0.71 1.46  0.0844

Results
Charge ... 0
HOMO level ... -8.49 eV

---

Q: Which of them is the most stable? A: #ii.

---

#i
ORCA calculation (wB97M-V/def2-TZVPD) on a molecular structure, C3H9O2PS.

Each line ends with the Löwdin charge.
Atoms and positions in Å:
S: -1.67 -0.65 -0.25  0.7619
P: 0.53 -0.31 -0.49  0.4539
O: -1.53 -1.20 1.13  -0.6741
O: 0.95 0.13 -1.83  -0.4089
C: 1.21 -2.01 -0.18  -0.1838
C: 1.17 0.77 0.88  -0.2065
C: -2.17 1.72 -0.52  -0.0002
H: 0.97 0.48 1.92  0.0476
H: 0.91 1.92 0.64  0.0986
H: 2.27 0.72 0.85  0.0436
H: -1.88 1.73 -1.51  -0.0152
H: 1.23 -2.14 0.81  -0.0198
H: -1.62 2.34 0.15  0.0014
H: 0.54 -2.75 -0.62  0.0479
H: 2.21 -2.14 -0.71  0.0883
H: -3.13 1.39 -0.26  -0.0346

Results
Charge ... 0
HOMO level (spin up / spin down) ... -8.99 / -8.99 eV

---

#ii
ORCA calculation (wB97M-V/def2-TZVPD) on a single C3H9O2PS molecule.

Each line ends with the Löwdin charge.
Atoms and positions in Å:
S: 0.28 1.20 -0.97  0.5082
P: -0.83 -0.62 -0.53  0.6118
O: 0.33 -1.59 -0.09  -0.4717
O: -1.50 -0.16 0.86  -0.4605
C: 1.00 -1.45 1.19  -0.1093
C: -2.41 0.88 0.79  -0.2110
C: 1.76 0.67 -1.93  -0.4345
H: -3.00 0.94 1.69  0.0869
H: 1.42 -0.39 1.34  0.0933
H: 2.40 1.55 -1.79  0.0235
H: -1.69 1.79 0.49  0.0785
H: 0.15 -1.54 2.04  0.1240
H: 1.67 -2.24 1.19  0.0529
H: 2.06 -0.28 -1.35  0.0414
H: -3.13 0.74 0.01  0.0583
H: 1.48 0.52 -2.95  0.0083

Results
Charge ... 0
HOMO level ... -8.21 eV

---

Q: Which of them is the most stable? A: #ii.

---

#i
ORCA calculation (wB97M-V/def2-TZVPD) on 2 unconnected molecules or ions with the total composition C2H7BrN4.

Each line ends with the Löwdin charge.
Atoms and positions in Å:
Br: -2.77 0.73 0.15  1.1440
N: 0.74 0.96 -1.23  0.2168
N: -1.97 -1.94 -0.14  0.1835
N: 0.49 -0.36 0.58  0.2391
N: 1.97 1.36 0.83  0.2383
C: 1.05 0.70 0.07  -0.4768
C: -1.78 -0.70 0.01  -0.5785
H: 0.27 -0.60 1.52  0.1110
H: 2.55 2.04 0.35  0.1485
H: 0.89 1.90 -1.59  0.1546
H: -2.78 -2.55 0.04  0.1861
H: 0.39 0.27 -1.83  0.1101
H: 2.35 0.91 1.66  0.1532
H: -1.42 -2.74 -0.43  0.1699

Results
Charge ... +2
HOMO level (spin up / spin down) ... -18.94 / -19.27 eV

---

#ii
ORCA calculation (wB97M-V/def2-TZVPD) on a gas-phase ion, C2H7BrN4 (charge +2).

Each line ends with the Löwdin charge.
Atoms and positions in Å:
Br: 2.46 -0.15 -2.29  0.8014
N: -0.12 -0.04 0.61  -0.0573
N: 0.39 0.22 -2.57  -0.1388
N: 1.15 0.48 0.68  0.2659
N: -0.53 0.09 -1.76  0.0871
C: -0.72 -0.40 1.85  0.0341
C: -0.86 -0.17 -0.52  -0.0217
H: 1.59 0.70 -0.18  0.0017
H: 1.56 0.76 1.58  0.1923
H: 0.13 0.42 -3.61  0.2096
H: -1.99 -0.32 -0.46  0.2100
H: -1.87 -0.39 1.62  0.1663
H: -0.58 0.14 2.80  0.1511
H: -0.62 -1.33 2.25  0.0983

Results
Charge ... +2
HOMO level (spin up / spin down) ... -19.64 / -19.78 eV

---

Q: Which of them is the most stable? A: #i.